Record 1
{"formula": "C6H9N", "method": "ωB97M-V/def2-TZVPD", "symbols": ["H", "C", "C", "H", "C", "H", "C", "H", "H", "H", "H", "C", "C", "H", "H", "N"], "positions_angstrom": [[2.08237, 0.02977, 0.79984], [-0.09409, -0.41821, -1.92161], [0.00730, 0.34803, 0.44477], [-2.20859, 0.50711, 0.57908], [1.14586, -0.53566, 0.87596], [0.09615, 1.33748, 2.23734], [-1.29444, 0.29180, 1.12763], [-1.33074, -0.58574, 1.75174], [-0.78748, 1.42324, -1.16513], [0.96259, 1.25829, -1.19895], [1.03757, -0.84830, 1.91745], [0.03147, 0.72327, -1.00905], [-0.18942, -1.35510, -2.67304], [-0.28125, -2.18238, -3.34123], [1.21206, -1.41255, 0.22637], [-0.38934, 1.41894, 1.34884]], "forces_ev_per_angstrom": [[-0.1, -0.1, -0.1], [0.0, -0.4, -0.3], [0.2, 0.0, -0.2], [0.2, 0.0, 0.1], [0.0, 0.0, 0.0], [0.0, 0.0, -0.1], [0.0, -0.8, -0.5], [-0.3, 0.2, 0.8], [0.0, 0.1, -0.2], [0.1, 0.1, -0.3], [-0.1, -0.1, -0.1], [0.0, 0.3, -0.2], [0.0, 0.4, 0.3], [0.0, 0.1, 0.1], [0.1, 0.0, 0.2], [-0.1, 0.0, 0.2]]}


Record 2
{"formula": "C12H19NOP", "method": "ωB97M-V/def2-TZVPD", "symbols": ["H", "H", "C", "H", "H", "H", "C", "C", "H", "C", "H", "O", "N", "C", "H", "C", "C", "C", "H", "H", "C", "H", "C", "C", "P", "H", "H", "H", "H", "H", "H", "H", "H", "C"], "positions_angstrom": [[-2.25526, 0.83635, 1.77252], [-3.08272, 0.97169, -0.94082], [-1.76202, 2.73639, -0.48618], [1.15332, -2.31818, 1.36109], [0.23937, 0.17799, 2.16983], [0.39678, 1.95438, 2.11752], [-2.77820, 1.68034, -0.15014], [4.18620, -2.08003, -0.04413], [-2.37066, -0.43318, 0.48547], [-0.54800, 0.82855, 0.38411], [-1.52879, -2.46993, 0.02066], [-0.03793, -0.07503, -2.16600], [-0.52410, 2.00349, -0.56133], [-1.27238, -2.23606, -0.99667], [-0.58193, -2.85264, -1.41271], [1.64880, -1.38366, -0.59344], [1.93514, -1.88930, 0.69564], [-1.98466, 0.65838, 0.79600], [3.67929, -2.72743, 1.86258], [0.35865, 2.56986, -0.57169], [0.45539, 0.94016, 1.49733], [5.27354, -2.24723, 0.10845], [3.28308, -2.27577, 0.94826], [3.88035, -1.54769, -1.23729], [-0.06760, -0.84801, -0.95290], [-2.08825, 3.32631, -1.37274], [-1.95830, -1.86996, -1.67266], [-3.79986, 2.09995, 0.24352], [1.38883, 0.81087, 1.17618], [4.70422, -1.19196, -1.88299], [2.49613, -0.59754, -2.49399], [-1.79209, 3.47790, 0.32251], [-0.38954, 1.45886, -1.42145], [2.64733, -1.12541, -1.52782]], "forces_ev_per_angstrom": [[0.0, 0.3, 2.5], [0.2, 1.1, -0.5], [-2.5, 1.4, -0.2], [0.4, 1.0, -0.4], [-0.3, -1.4, 1.4], [-0.1, -1.9, -1.4], [-2.0, -1.7, 1.0], [3.0, -0.6, 1.1], [0.7, 2.4, 1.1], [0.7, -1.9, 0.3], [-0.6, -0.6, 0.1], [-0.4, 2.2, -3.7], [2.4, -0.2, -0.4], [1.6, 3.0, 2.7], [1.4, -2.8, -1.3], [-1.7, 0.1, 1.6], [1.0, -2.0, -0.5], [-2.1, -1.5, -3.6], [-0.8, 0.2, -0.1], [-1.0, -0.4, 0.7], [-3.4, 3.5, 1.4], [-0.9, -0.3, 0.3], [-1.4, 0.0, 0.7], [2.3, 1.7, -1.8], [1.0, 0.6, 3.7], [0.9, -0.7, 0.1], [-2.1, 0.3, -1.2], [2.2, -0.7, -0.4], [3.9, -0.3, -1.3], [-0.5, -0.8, 0.1], [-0.4, -0.5, 0.9], [0.7, -0.3, 0.0], [-0.4, -0.1, -1.5], [-2.1, 0.8, -1.4]], "charge": 1}


Looking at ΔE to the lowest compared entry with this formula, charge and spin for the records above, in order, we have 2.980; 0.257 eV.